{"formula": "C66H156B3F20N19O30S8", "method": "ωB97M-V/def2-TZVPD", "homo_lumo_gap_ev": 6.1, "lumo_ev": -7.09, "total_energy_ha": -11161.9905, "e_homo_ha": -0.4849, "total_charge": 4, "elements": ["C", "C", "N", "C", "C", "N", "C", "C", "H", "H", "H", "H", "H", "H", "H", "H", "H", "H", "H", "C", "C", "N", "C", "C", "N", "C", "C", "H", "H", "H", "H", "H", "H", "H", "H", "H", "H", "H", "C", "C", "N", "C", "C", "N", "C", "C", "H", "H", "H", "H", "H", "H", "H", "H", "H", "H", "H", "C", "C", "N", "C", "C", "N", "C", "C", "H", "H", "H", "H", "H", "H", "H", "H", "H", "H", "H", "C", "O", "C", "C", "N", "H", "H", "C", "C", "O", "C", "H", "H", "H", "H", "H", "H", "H", "H", "H", "H", "H", "H", "H", "H", "C", "O", "C", "C", "N", "H", "H", "C", "C", "O", "C", "H", "H", "H", "H", "H", "H", "H", "H", "H", "H", "H", "H", "H", "H", "C", "O", "C", "C", "N", "H", "H", "C", "C", "O", "C", "H", "H", "H", "H", "H", "H", "H", "H", "H", "H", "H", "H", "H", "H", "C", "O", "C", "C", "N", "H", "H", "C", "C", "O", "C", "H", "H", "H", "H", "H", "H", "H", "H", "H", "H", "H", "H", "H", "H", "C", "O", "C", "C", "N", "H", "H", "C", "C", "O", "C", "H", "H", "H", "H", "H", "H", "H", "H", "H", "H", "H", "H", "H", "H", "C", "O", "C", "C", "N", "H", "H", "C", "C", "O", "C", "H", "H", "H", "H", "H", "H", "H", "H", "H", "H", "H", "H", "H", "H", "C", "O", "C", "C", "N", "H", "H", "C", "C", "O", "C", "H", "H", "H", "H", "H", "H", "H", "H", "H", "H", "H", "H", "H", "H", "N", "S", "O", "O", "F", "S", "O", "O", "F", "N", "S", "O", "O", "F", "S", "O", "O", "F", "N", "S", "O", "O", "F", "S", "O", "O", "F", "N", "S", "O", "O", "F", "S", "O", "O", "F", "B", "F", "F", "F", "F", "B", "F", "F", "F", "F", "B", "F", "F", "F", "F"], "xyz": [[-2.2223, 6.9033, 5.7870], [-2.2605, 5.9306, 4.5084], [-2.3741, 6.6177, 3.1928], [-3.1852, 7.7249, 2.8698], [-2.9401, 8.0580, 1.4771], [-1.9796, 7.2111, 1.0408], [-1.5208, 6.4707, 2.1419], [-1.4155, 7.0390, -0.2784], [-2.2657, 6.2627, 6.6678], [-3.0344, 7.6300, 5.8119], [-1.2290, 7.3387, 5.8964], [-2.9690, 5.1030, 4.5443], [-1.2642, 5.4894, 4.5352], [-3.8808, 8.0209, 3.6411], [-3.3137, 8.8669, 0.8668], [-0.6138, 5.9094, 1.9722], [-0.6658, 7.8220, -0.3917], [-2.1614, 7.0391, -1.0732], [-0.9122, 6.0911, -0.4694], [4.3964, 6.7590, -4.2617], [4.6178, 5.3215, -4.7783], [3.7465, 4.9230, -5.8446], [4.0734, 5.1335, -7.1558], [3.1331, 4.4832, -7.9437], [2.2124, 3.8942, -7.0862], [2.6230, 4.1526, -5.8567], [0.9470, 3.2148, -7.5315], [5.1577, 6.8920, -3.4931], [3.3608, 6.7923, -3.9233], [4.5919, 7.4717, -5.0629], [4.3755, 4.7168, -3.9044], [5.6213, 5.1860, -5.1815], [4.9023, 5.7011, -7.5521], [3.0031, 4.3997, -9.0126], [2.0846, 3.8429, -4.9732], [0.7680, 2.3519, -6.8900], [1.0301, 2.9594, -8.5879], [0.1014, 3.8935, -7.4197], [6.9817, -2.7192, -4.9288], [5.7897, -2.7191, -5.8604], [4.5720, -3.3505, -5.2419], [4.5758, -4.3344, -4.2736], [3.2008, -4.5166, -4.0482], [2.4064, -3.8216, -4.9361], [3.2799, -3.0851, -5.6806], [0.9463, -3.8295, -4.9838], [6.8039, -2.3459, -3.9203], [7.7748, -2.2128, -5.4790], [7.4590, -3.6728, -4.7029], [6.0107, -3.2259, -6.7997], [5.5476, -1.6793, -6.0804], [5.4855, -4.6404, -3.7783], [2.7131, -4.9938, -3.2110], [3.0802, -2.4708, -6.5462], [0.7273, -4.8294, -4.6093], [0.4651, -3.7057, -5.9540], [0.4741, -3.1529, -4.2716], [-3.8407, -6.5487, 0.5152], [-5.3292, -6.8539, 0.7525], [-5.4258, -8.2562, 1.0211], [-5.4727, -9.3615, 0.1444], [-5.4276, -10.5003, 0.9471], [-5.5073, -10.1008, 2.3118], [-5.4508, -8.7074, 2.3126], [-5.1892, -11.0494, 3.3898], [-3.6958, -5.4707, 0.4434], [-3.5553, -6.9913, -0.4392], [-3.1733, -7.1052, 1.1731], [-6.0119, -6.5635, -0.0460], [-5.7809, -6.3581, 1.6117], [-5.3887, -9.1969, -0.9197], [-5.2220, -11.5377, 0.7278], [-5.4504, -8.1052, 3.2092], [-4.9367, -10.4474, 4.2626], [-4.4144, -11.7524, 3.0838], [-6.0932, -11.5137, 3.7839], [-2.1644, -6.7635, -5.7536], [-1.8946, -5.5868, -6.4187], [-3.0800, -4.7475, -6.5853], [-2.8254, -3.6634, -7.5907], [-3.7939, -2.4742, -7.3106], [-3.4784, -1.7640, -7.9559], [-4.7331, -2.7245, -7.5850], [-3.9489, -1.6891, -5.9493], [-2.8579, -0.7713, -5.7328], [-1.5715, -1.4151, -5.5871], [-0.5019, -0.5532, -5.8172], [-1.1959, -7.2634, -5.7389], [-2.9156, -7.3245, -6.3095], [-2.4301, -6.6453, -4.7031], [-3.2137, -4.2757, -5.6118], [-4.0131, -5.2867, -6.7491], [-3.0518, -3.8888, -8.6328], [-1.8057, -3.2798, -7.5570], [-4.1126, -2.4027, -5.1418], [-4.9252, -1.2077, -6.0050], [-3.0954, -0.1980, -4.8367], [-2.8328, -0.0369, -6.5378], [-0.4799, 0.1657, -4.9982], [-0.5532, 0.1809, -6.6213], [0.4051, -1.1500, -5.9140], [2.2008, -0.2338, 5.7654], [0.9600, -0.7066, 6.2920], [0.9830, -1.8852, 7.1593], [-0.5200, -2.3690, 7.2339], [-0.8988, -2.8386, 5.7684], [-0.9711, -1.9907, 5.2244], [-0.3195, -3.4959, 5.2660], [-2.4153, -3.1023, 5.4532], [-3.3114, -1.8416, 5.5352], [-2.5905, -0.7743, 4.8444], [-3.0375, 0.4765, 5.3406], [2.7904, -1.0472, 5.3425], [2.8325, 0.2282, 6.5241], [2.0007, 0.5568, 5.0422], [1.4174, -1.5871, 8.1135], [1.7234, -2.5912, 6.7831], [-1.2145, -1.6105, 7.5951], [-0.7759, -3.1870, 7.9073], [-2.7032, -3.8210, 6.2204], [-2.4569, -3.5456, 4.4582], [-3.2911, -1.5619, 6.5885], [-4.2966, -2.0371, 5.1119], [-4.0912, 0.4985, 5.0621], [-2.5772, 1.3656, 4.9097], [-2.8241, 0.5886, 6.4036], [1.8820, -0.1524, -2.7945], [1.3884, 0.0847, -1.4466], [1.7675, 1.4316, -1.0450], [0.6850, 2.0496, -0.1329], [0.6271, 1.5086, 1.3602], [1.3384, 2.0539, 1.8258], [-0.2823, 1.7134, 1.7491], [0.9252, 0.0537, 1.7764], [-0.4489, -0.6796, 1.8206], [-0.8938, -0.8686, 0.4996], [-0.3112, -1.9553, -0.1456], [1.2624, 0.4016, -3.4997], [2.0021, -1.2160, -3.0005], [2.8395, 0.3577, -2.8991], [1.8417, 2.2282, -1.7853], [2.7756, 1.4382, -0.6304], [-0.3083, 1.9810, -0.5765], [0.8167, 3.1034, 0.1127], [1.3869, -0.0279, 2.7604], [1.6244, -0.3272, 1.0319], [-1.1133, -0.0462, 2.4084], [-0.4813, -1.4986, 2.5391], [-0.7775, -2.8633, 0.2369], [0.7756, -2.0387, -0.1515], [-0.4016, -1.7975, -1.2203], [6.9498, 2.5791, -6.0179], [7.1519, 3.1878, -4.7172], [8.4000, 3.7871, -4.7661], [8.5931, 4.5232, -3.4379], [8.7371, 3.5364, -2.2183], [9.5352, 3.0103, -2.5444], [9.0105, 4.1543, -1.4676], [7.6307, 2.6813, -1.6524], [7.9742, 2.3117, -0.1888], [9.2300, 1.6104, -0.2111], [9.1043, 0.0961, -0.1914], [6.1703, 1.8357, -5.8511], [7.8135, 2.0879, -6.4660], [6.5666, 3.2515, -6.7854], [8.4410, 4.5416, -5.5517], [9.1903, 3.0584, -4.9465], [7.7756, 5.2369, -3.3356], [9.5288, 5.0768, -3.5152], [7.5971, 1.6723, -2.0632], [6.7372, 3.2359, -1.9389], [7.2290, 1.6569, 0.2627], [8.2866, 3.1853, 0.3833], [9.6582, -0.4690, -0.9410], [8.0920, -0.1776, -0.4888], [9.1464, -0.3946, 0.7810], [-10.6371, -3.1175, 1.7976], [-9.7005, -2.1249, 2.5003], [-10.5004, -0.9894, 2.8836], [-9.5547, -0.1131, 3.7246], [-8.4055, 0.3051, 2.7805], [-7.8789, -0.5274, 2.5576], [-8.5916, 0.8077, 1.9244], [-7.3050, 1.1247, 3.3653], [-6.0111, 0.6209, 2.7437], [-5.8073, -0.7850, 2.9535], [-4.6224, -1.2624, 2.3449], [-10.0134, -3.8918, 1.3510], [-11.1725, -2.6868, 0.9515], [-11.2208, -3.6014, 2.5808], [-11.4051, -1.2365, 3.4392], [-10.9097, -0.4830, 2.0095], [-9.1921, -0.8648, 4.4257], [-10.0812, 0.7992, 4.0050], [-7.2685, 1.1945, 4.4525], [-7.4839, 2.1752, 3.1361], [-5.2198, 1.1938, 3.2271], [-6.1139, 0.7484, 1.6661], [-4.3545, -0.8384, 1.3772], [-4.7275, -2.3473, 2.3540], [-3.8736, -0.7743, 2.9688], [-2.3874, -2.9488, -2.7715], [-2.4663, -1.5715, -2.4108], [-3.5197, -1.2736, -1.5265], [-3.4783, 0.2031, -1.0576], [-3.5663, 0.9777, -2.3767], [-2.7699, 0.6550, -2.9075], [-4.4485, 0.7882, -2.8304], [-3.4866, 2.5357, -2.3237], [-3.5395, 3.1477, -3.6568], [-2.6854, 2.3825, -4.5797], [-1.9485, 3.1548, -5.4832], [-2.7766, -3.6118, -1.9988], [-1.3317, -3.2054, -2.8595], [-2.9170, -3.1060, -3.7111], [-3.4927, -1.9133, -0.6444], [-4.4422, -1.4817, -2.0686], [-2.5537, 0.4193, -0.5224], [-4.3063, 0.3962, -0.3755], [-2.6361, 3.0319, -1.8562], [-4.3440, 2.7411, -1.6827], [-3.1020, 4.1411, -3.5572], [-4.5370, 3.3820, -4.0285], [-1.3769, 2.4803, -6.1207], [-1.2521, 3.8640, -5.0357], [-2.6506, 3.6969, -6.1167], [0.4637, 3.1646, 10.9198], [1.7827, 3.6149, 11.0041], [1.8837, 5.0499, 11.1143], [1.7654, 5.7673, 9.8047], [2.7685, 5.3877, 8.7421], [3.7363, 5.6213, 8.9117], [2.8262, 4.3793, 8.7471], [2.3293, 5.7240, 7.2865], [1.1266, 4.8594, 6.9535], [1.2691, 3.4958, 7.3187], [0.0578, 2.7371, 7.5025], [0.5745, 2.3601, 10.1927], [-0.1540, 3.9051, 10.4117], [0.0621, 2.9137, 11.9015], [2.7605, 5.2289, 11.7366], [1.1773, 5.4115, 11.8616], [1.9750, 6.8296, 9.9307], [0.7380, 5.6229, 9.4706], [3.0692, 5.6012, 6.4956], [2.2728, 6.8120, 7.2536], [0.8922, 4.9098, 5.8902], [0.2183, 5.2675, 7.3968], [0.4713, 1.8458, 7.9746], [-0.4172, 2.4038, 6.5798], [-0.7082, 3.1412, 8.1644], [1.9862, -6.8458, -1.5500], [0.6841, -5.6498, -1.3055], [-0.5894, -5.9660, -0.6361], [0.6037, -4.5577, -2.2746], [1.4203, -4.8496, -0.0936], [1.0044, -7.8499, -2.1230], [0.1805, -7.4317, -3.2677], [0.3498, -8.7253, -1.1279], [2.0589, -8.7636, -2.8752], [0.6846, -4.5141, 4.4215], [-0.0705, -5.3241, 3.0621], [0.2973, -6.6861, 2.7244], [-0.7760, -4.4997, 2.0526], [-1.4967, -5.6617, 3.8593], [1.8112, -4.0205, 3.4631], [1.6054, -2.8057, 2.7658], [2.6768, -5.0093, 2.8007], [2.8742, -3.4640, 4.6697], [2.5991, 2.8815, 2.4804], [4.3085, 2.6921, 2.4798], [4.7008, 1.7013, 3.5005], [5.2166, 3.8531, 2.2607], [4.5209, 1.8996, 1.0974], [2.6098, 4.3648, 2.7330], [2.6807, 5.2548, 1.5482], [3.2446, 4.8736, 3.9588], [1.0196, 4.5886, 3.0078], [5.7535, -4.0535, -1.2446], [5.0911, -2.8439, -0.4923], [5.4178, -1.5297, -1.0194], [4.6875, -2.9619, 0.9134], [3.6771, -2.9777, -1.2545], [7.3491, -3.7294, -0.9134], [7.6962, -3.0511, 0.3701], [8.1629, -3.3849, -2.0928], [7.8246, -5.2170, -0.6031], [-2.9404, 2.8306, 2.4382], [-1.7739, 2.8260, 3.0841], [-3.9050, 3.2654, 3.3094], [-2.9350, 3.6897, 1.4084], [-3.1286, 1.6677, 1.7943], [0.5045, 4.3598, -2.7728], [-0.7213, 4.4444, -2.1306], [1.5856, 4.5630, -1.8831], [0.5467, 3.1825, -3.4784], [0.4962, 5.4209, -3.7098], [3.3815, -0.2326, -8.0973], [4.3298, -1.1935, -8.2168], [2.1914, -0.6336, -8.5867], [3.1863, 0.1078, -6.8237], [3.9651, 0.8787, -8.7004]], "lowdin_charge": [-0.0384, -0.1126, -0.0250, 0.0355, 0.0117, -0.0943, 0.0391, 0.0139, 0.0641, 0.0669, 0.0702, 0.1120, 0.1004, 0.1185, 0.1343, 0.1472, 0.1145, 0.1093, 0.0861, -0.0332, -0.1840, -0.0319, -0.0120, 0.0207, -0.0415, 0.0162, 0.0550, 0.0791, 0.0839, 0.0807, 0.1330, 0.1086, 0.1424, 0.1401, 0.1463, 0.0826, 0.1104, 0.0913, -0.0878, -0.1426, -0.0220, 0.0424, -0.0070, -0.0533, 0.0343, -0.0072, 0.0645, 0.0866, 0.0741, 0.1337, 0.1118, 0.1203, 0.0916, 0.1392, 0.0848, 0.0934, 0.0671, -0.0353, -0.1903, -0.0818, 0.0403, 0.0277, -0.0730, 0.0356, 0.0157, 0.0760, 0.0833, 0.0973, 0.1278, 0.1164, 0.1381, 0.1388, 0.1630, 0.0987, 0.1140, 0.1044, -0.1148, -0.1680, -0.1793, -0.0389, 0.1044, 0.1626, 0.1673, -0.0784, -0.2151, -0.1597, -0.0877, 0.1020, 0.0965, 0.0915, 0.0965, 0.1345, 0.1442, 0.1353, 0.1069, 0.1437, 0.1051, 0.1378, 0.0802, 0.0849, 0.0949, -0.0773, -0.2305, -0.1326, -0.0079, 0.0889, 0.1110, 0.0438, -0.0563, -0.1514, -0.2275, -0.0710, 0.0861, 0.0885, 0.0765, 0.1246, 0.1137, 0.1123, 0.1263, 0.1321, 0.1108, 0.1134, 0.1244, 0.0850, 0.0821, 0.0945, -0.0425, -0.1875, -0.1645, -0.0133, 0.0874, 0.0288, 0.1166, -0.0360, -0.1896, -0.1745, -0.0994, 0.0638, 0.0894, 0.0911, 0.0964, 0.1224, 0.1179, 0.1154, 0.1154, 0.1270, 0.1035, 0.1049, 0.0868, 0.0981, 0.0763, -0.0542, -0.1951, -0.2566, -0.0412, 0.0940, 0.1685, 0.1606, -0.0716, -0.1811, -0.2042, -0.0166, 0.0989, 0.1005, 0.0834, 0.1376, 0.1355, 0.1258, 0.1377, 0.1368, 0.1303, 0.1265, 0.1270, 0.0909, 0.0595, 0.0942, -0.0089, -0.2109, -0.2320, -0.0309, 0.0694, 0.1310, 0.1816, -0.0936, -0.1817, -0.1989, -0.0580, 0.0794, 0.0911, 0.0957, 0.1354, 0.1243, 0.1496, 0.1454, 0.1451, 0.1449, 0.1099, 0.1319, 0.0650, 0.1106, 0.0775, -0.0449, -0.2032, -0.2077, -0.0547, 0.0988, 0.1343, 0.1659, -0.0659, -0.1701, -0.1971, -0.0975, 0.1012, 0.0755, 0.0557, 0.1222, 0.1228, 0.1188, 0.1100, 0.1265, 0.1392, 0.1310, 0.1319, 0.0635, 0.0856, 0.1037, -0.0979, -0.1715, -0.1857, -0.0852, 0.0953, 0.1882, 0.1508, -0.0344, -0.2126, -0.1667, -0.0682, 0.0812, 0.0758, 0.1082, 0.1391, 0.1413, 0.1474, 0.1208, 0.1244, 0.1409, 0.1172, 0.1035, 0.0856, 0.0852, 0.0844, -0.2081, 0.6375, -0.3175, -0.3415, -0.2022, 0.4115, -0.3473, -0.3084, -0.1745, -0.2663, 0.6460, -0.2252, -0.3158, -0.2751, 0.4727, -0.2631, -0.2244, -0.2426, -0.2855, 0.6576, -0.2732, -0.2854, -0.1847, 0.4733, -0.3039, -0.3038, -0.2387, -0.2740, 0.4748, -0.3433, -0.2812, -0.2328, 0.5887, -0.3181, -0.3206, -0.1811, -1.5870, 0.1835, 0.1414, 0.1663, 0.1751, -1.3455, 0.1158, 0.1075, 0.1303, 0.0843, -1.5306, 0.1541, 0.1578, 0.1502, 0.0987]}